Entry 1:
This record from the OMol25 dataset describes a gas-phase ion, C2H6N3S (charge +1) at a distorted geometry. The level of theory is ωB97M-V/def2-TZVPD.

Properties
Gap between HOMO and LUMO (spin up / spin down) ... 0.24204 / 0.24215 hartree
Net charge ... +1
SMILES string ... [NH2+]=C/[NH+]=C/N[S-]

The geometry in XYZ format:
```
12
C2H6N3S | the OMol25 dataset | ωB97M-V/def2-TZVPD
H -2.632 -1.484 0.249
C 1.314 0.008 -0.184
S -3.618 0.470 -0.108
H 3.235 0.561 -0.195
C -0.981 -0.722 0.101
H -0.516 1.214 0.000
N -2.285 -0.566 0.031
H 2.225 1.982 0.186
N 0.010 0.288 0.014
H -0.658 -1.790 0.115
N 2.261 0.965 -0.183
H 1.645 -0.926 -0.026
```

Entry 2:
This record from the OMol25 dataset describes a molecular structure, C34H30N2O2PRhS3 at a distorted geometry. The level of theory is ωB97M-V/def2-TZVPD.

Properties
Gap between HOMO and LUMO ... 0.24473 hartree
Net charge ... +2

The geometry in XYZ format:
```
73
C34H30N2O2PRhS3 | the OMol25 dataset | ωB97M-V/def2-TZVPD
C -0.483 -4.486 -0.673
C -2.465 -2.846 1.348
O -2.101 0.261 -1.171
H -1.549 -3.002 1.907
C 1.321 -2.582 2.724
C 0.623 3.833 3.716
C -2.658 0.162 2.403
H 2.152 -4.546 2.933
H -0.686 -0.287 5.115
C 0.088 2.622 3.303
H -3.578 -2.375 -1.834
C 2.834 2.876 3.659
H -1.820 1.078 -1.614
N -1.784 0.457 0.192
C -6.187 -2.492 2.030
H 0.561 -4.593 -0.965
H -1.923 2.933 0.209
H -4.778 0.455 2.480
C -2.788 0.078 5.177
H -2.340 5.365 0.281
H 2.969 0.831 3.043
S -0.922 -2.784 -0.926
H -6.069 -2.665 3.097
O 0.151 -2.079 -0.043
C -3.679 -2.777 2.008
C 2.002 -3.582 3.402
C -3.874 0.319 3.062
C -4.815 -2.417 -0.077
H 3.901 2.976 3.804
H 0.969 -2.753 1.718
C -1.477 -0.004 3.140
C 2.330 -2.105 5.272
C 1.992 3.956 3.902
H 2.726 -1.919 6.261
H -5.730 -2.248 -0.633
N 0.674 1.851 0.010
C 1.990 1.787 -0.040
S 2.610 0.187 0.049
Rh 0.280 -0.069 0.279
H 2.408 4.897 4.239
C -2.442 -2.715 -0.037
C -1.571 -0.092 4.526
H -4.882 0.485 4.948
C 2.309 1.667 3.235
H -0.473 6.965 0.182
C -2.751 0.123 0.946
C 1.266 4.093 0.021
C 1.038 5.463 0.055
H -2.827 0.027 6.257
H 3.043 -4.124 5.195
H -6.880 -3.238 1.638
H -0.030 4.675 3.903
C -1.099 3.629 0.163
C 2.502 -3.346 4.673
C 1.136 -1.337 3.326
H 1.560 -0.123 5.065
H -0.630 -4.750 0.372
H -3.707 -2.897 3.085
C -3.609 -2.489 -0.757
H -6.656 -1.518 1.884
C -0.269 5.903 0.153
C 0.213 3.180 0.075
S 2.810 3.273 -0.084
H -1.116 -5.090 -1.323
P 0.233 -0.029 2.496
C 0.927 1.532 3.071
C -4.870 -2.567 1.310
H -0.983 2.532 3.171
H 1.860 6.165 0.004
H -3.694 -0.178 0.491
C -1.326 4.995 0.207
C -3.938 0.320 4.447
C 1.657 -1.097 4.604
```

Entry 3:
This record from the OMol25 dataset describes a molecular structure, C39H111N15O12 at a distorted geometry. The level of theory is ωB97M-V/def2-TZVPD.

Properties
Gap between HOMO and LUMO ... 0.23584 hartree

The geometry in XYZ format:
```
177
C39H111N15O12 | the OMol25 dataset | ωB97M-V/def2-TZVPD
H 10.062 14.306 -10.991
H 1.681 8.482 -1.546
H 9.128 8.436 -4.195
H 6.116 16.155 -3.310
H 9.206 16.287 -13.255
H 9.433 16.366 -5.631
H 2.560 9.916 -0.974
H 7.236 12.302 -10.092
C 8.641 16.274 -12.323
C 3.382 9.302 -5.201
H 3.464 14.100 -12.621
O 6.264 10.986 -8.633
H 9.598 10.721 -3.628
C 5.150 15.956 -4.946
H 5.295 15.646 -6.716
H 3.090 7.502 -6.113
N 6.161 15.628 -7.236
H 5.950 17.779 -10.192
O 5.886 10.705 -11.339
H 0.479 15.594 -6.214
C 7.437 11.432 -9.467
H 3.952 10.675 -12.046
H 2.052 17.316 -12.547
H 6.250 13.030 -7.488
C 5.330 9.560 -6.879
O 6.483 16.346 -13.634
H 5.825 7.444 -7.065
H 4.365 11.515 -7.139
C 2.125 14.966 -7.177
C 8.410 14.793 -11.886
H 3.844 8.658 -7.953
H 6.084 13.548 -10.521
C 6.271 18.463 -7.427
O 3.518 16.798 -10.537
H 10.620 10.659 -6.440
H 1.700 16.154 -9.721
C 7.277 16.959 -12.599
C 0.002 18.245 -10.332
O 9.864 14.346 -8.930
H 7.495 15.914 -9.680
H 1.750 12.867 -8.026
H 7.851 10.154 -6.074
H 6.063 8.190 -5.444
H 10.428 16.424 -11.253
C 9.723 14.475 -6.432
H 1.731 14.292 -8.879
C 2.188 17.091 -9.990
O 7.528 18.987 -9.520
H 6.906 18.522 -11.444
H 7.978 10.757 -10.131
C 7.047 19.526 -8.294
H 7.522 17.975 -12.907
H 10.615 13.860 -6.318
H 7.825 17.477 -6.647
H 4.371 11.236 -4.983
H 2.647 12.940 -11.762
H 7.892 15.571 -14.932
C 5.584 13.512 -8.203
H 5.518 12.911 -9.109
C 5.853 18.969 -6.038
C 6.087 14.963 -8.509
H 7.513 14.352 -12.320
H 10.850 15.747 -10.210
C 4.653 12.662 -12.000
H 5.269 10.270 -6.054
H 4.957 19.574 -6.179
N 3.359 13.109 -12.459
C 8.400 13.690 -6.230
N 1.475 15.719 -6.326
C 2.014 9.485 -1.814
H 7.363 9.973 -4.435
H 5.292 14.755 -11.434
C 4.449 16.434 -9.594
O 4.238 16.232 -5.695
H 10.863 15.709 -7.765
H 2.169 8.056 -4.071
H 8.235 11.879 -8.874
O 2.178 12.051 -11.027
N 6.274 15.355 -5.292
N 3.411 15.310 -7.241
H 1.429 11.260 -8.811
N 2.963 8.473 -6.359
C 7.111 16.331 -14.898
C 9.507 10.355 -4.651
H 3.605 8.591 -7.130
C 10.478 11.069 -5.441
H 5.379 16.082 -10.041
H 10.739 8.802 -4.239
H 5.202 8.642 -11.216
H 2.247 14.575 -10.524
H 0.250 18.818 -9.438
H 4.710 17.307 -8.997
H 2.359 17.626 -9.055
N 9.515 16.843 -11.354
C 7.378 14.918 -9.251
H 4.283 10.838 -6.587
C 3.711 10.703 -5.669
H 6.490 12.030 -6.724
H 7.432 17.154 -8.180
H 8.380 13.158 -5.279
C 2.302 9.131 -4.193
N 9.846 8.947 -4.688
O 4.315 13.622 -7.598
H 1.346 9.611 -4.403
O 1.546 14.181 -7.968
C 3.660 12.332 -7.297
H 9.707 17.805 -11.593
H 9.214 14.196 -12.316
H 9.090 15.961 -7.799
H 1.143 10.122 -1.969
C 5.121 13.782 -10.975
N 1.118 17.260 -12.167
H 6.634 19.625 -5.655
H 10.151 12.095 -5.610
N 2.039 13.933 -9.772
C 8.032 10.549 -5.074
H 11.493 11.144 -5.050
H 6.810 16.868 -11.618
H 3.789 15.837 -6.467
H 3.963 14.842 -7.946
C 9.889 15.220 -7.781
H 2.810 11.304 -5.790
H 5.321 18.211 -7.898
O 7.523 11.912 -4.962
H 4.309 8.805 -4.917
H -0.661 17.434 -10.032
H 6.797 9.047 -8.414
C 5.893 9.374 -10.799
H 6.396 16.593 -7.419
C 6.538 9.893 -7.777
C 1.353 17.925 -10.924
H 6.472 16.115 -15.754
H 4.487 7.772 -5.989
H 2.811 12.463 -6.627
C 4.546 11.279 -11.359
H 7.796 17.153 -15.108
H 9.506 15.152 -4.505
H 8.402 12.877 -6.955
N 1.715 12.229 -8.808
H 5.376 15.539 -9.101
C 10.016 15.045 -10.191
N 5.213 16.374 -3.705
H 8.257 14.550 -8.723
H 7.897 19.875 -7.708
H 6.979 15.094 -4.618
H 1.830 18.869 -11.187
H 5.780 19.488 -10.471
H 5.660 18.278 -5.217
N 9.820 15.459 -5.414
H 5.310 12.682 -12.870
C 6.361 12.166 -5.650
C 1.967 12.683 -9.969
H -0.553 18.950 -10.951
H 0.555 17.851 -12.762
H 6.911 9.050 -11.019
H 9.105 15.618 -10.363
O 2.811 9.719 -2.969
C 5.443 8.163 -6.340
H 7.375 10.083 -7.105
H 4.072 11.416 -10.387
H 5.668 9.499 -9.740
H 6.005 13.186 -5.502
H 5.493 11.558 -5.396
H 8.407 14.679 -10.802
N 7.043 17.293 -7.259
H 7.316 14.233 -10.097
H 4.367 9.962 -8.601
H 4.162 15.594 -8.960
H 6.416 15.234 -6.284
H 6.455 20.430 -8.435
N 4.145 9.586 -7.690
H 4.467 16.861 -3.229
H 3.220 12.167 -8.280
H 2.005 16.304 -5.696
C 6.511 18.680 -10.441
H 4.461 14.042 -10.148
H 7.489 14.234 -6.480
```

Entry 4:
This record from the OMol25 dataset describes a single C4H5ClOS molecule at a distorted geometry. The level of theory is ωB97M-V/def2-TZVPD.

Properties
Gap between HOMO and LUMO ... 0.33800 hartree
SMILES string ... S=C1OCC[C@H]1Cl

The geometry in XYZ format:
```
12
C4H5ClOS | the OMol25 dataset | ωB97M-V/def2-TZVPD
H 0.953 1.876 0.040
H 1.433 0.845 1.412
C 0.626 -0.806 -0.965
H -1.241 1.285 0.265
S 0.861 -1.812 -2.144
C 0.917 0.871 0.509
C -0.612 0.504 0.698
Cl -2.138 -0.696 -1.269
H -0.891 0.449 1.690
H -0.716 -1.741 0.383
O 1.530 -0.007 -0.433
C -0.721 -0.770 -0.187
```

Entry 5:
This record from the OMol25 dataset describes 3 unconnected molecules or ions with the total composition C11H23ClFIN4O7P at a distorted geometry. The level of theory is ωB97M-V/def2-TZVPD.

Properties
Gap between HOMO and LUMO ... 0.27208 hartree
Net charge ... +1

The geometry in XYZ format:
```
49
C11H23ClFIN4O7P | the OMol25 dataset | ωB97M-V/def2-TZVPD
H 1.381 1.496 0.084
H -1.721 1.534 0.786
H 1.569 4.660 -1.312
H -1.907 5.721 -2.512
O 5.046 -2.912 -2.429
H -2.909 -2.871 3.942
H 1.495 5.010 0.343
C -2.318 2.392 0.258
N -2.116 5.715 -1.471
Cl -4.432 5.802 0.594
C -2.030 -2.523 1.540
C -0.868 -1.622 -0.267
H 2.200 -0.378 -1.800
N 0.898 4.829 -0.512
H 6.798 -2.628 -1.326
O 4.812 -1.043 -1.113
N -3.677 4.355 0.031
H -0.421 -0.861 0.380
H 4.948 -3.214 0.304
F -2.266 4.513 1.929
O -2.386 -3.708 2.100
H -5.375 -3.363 3.637
H -4.774 -2.356 2.306
C 5.452 -3.987 -0.285
H -2.030 6.622 -0.938
H 2.173 0.011 -3.532
H -3.232 -4.591 3.731
O -1.234 -2.784 0.474
C -2.393 4.532 -0.806
H -3.204 1.957 -0.411
P 0.043 3.287 -0.075
N -1.582 3.232 -0.806
H -1.745 -1.222 -0.786
H -0.127 -1.916 -1.015
H 3.502 0.628 -2.532
C -3.267 -3.620 3.226
C 2.824 -0.219 -2.685
H 6.589 -4.202 -2.091
C 6.062 -3.409 -1.550
O -2.386 -1.417 1.914
H 6.223 -4.447 0.342
C -3.113 3.510 1.192
O 3.544 -1.411 -2.990
C -4.692 -3.338 2.783
H 4.697 -4.741 -0.531
H -5.019 -4.077 2.044
I -4.598 2.770 2.658
C 4.506 -1.715 -2.084
O 1.061 2.002 -0.742
```

Entry 6:
This record from the OMol25 dataset describes a single C3H6N2O2 molecule at a distorted geometry. The level of theory is ωB97M-V/def2-TZVPD.

Properties
Gap between HOMO and LUMO ... 0.34676 hartree
SMILES string ... Cn1on(C)c1=O

The geometry in XYZ format:
```
13
C3H6N2O2 | the OMol25 dataset | ωB97M-V/def2-TZVPD
H 2.855 0.078 1.478
C -0.249 -0.160 1.135
H 2.674 0.388 -0.250
N -0.912 0.347 0.083
O -0.556 -0.883 2.038
H 2.128 -1.177 0.409
C -2.207 0.240 -0.497
C 2.219 -0.104 0.610
H -2.211 -0.462 -1.336
N 0.984 0.540 0.871
H -2.531 1.218 -0.855
O 0.164 1.014 -0.547
H -2.875 -0.115 0.286
```

Entry 7:
This record from the OMol25 dataset describes 7 unconnected molecules or ions with the total composition C39H97N6O7 at a distorted geometry. The level of theory is ωB97M-V/def2-TZVPD.

Properties
Gap between HOMO and LUMO ... 0.35217 hartree
Net charge ... +5

The geometry in XYZ format:
```
149
C39H97N6O7 | the OMol25 dataset | ωB97M-V/def2-TZVPD
H 3.112 1.991 1.487
H 2.689 3.498 2.913
H 8.581 -1.531 -1.303
H 1.559 1.131 4.500
H 1.946 -3.260 -6.807
C -9.898 -2.617 -2.022
H -1.816 -0.762 2.420
H -2.493 -1.286 7.283
H -0.754 2.590 -2.312
H 4.806 1.915 1.914
C 6.976 -0.604 0.543
C 1.791 -1.095 -4.192
O 4.057 0.454 -1.186
O -0.130 0.264 -1.622
H 4.476 -1.400 -0.363
H -1.208 4.191 -2.789
C -2.349 -0.247 3.227
H 4.337 -2.383 -6.759
C -3.676 -0.035 -1.411
C -0.357 3.514 -2.723
H 7.025 1.724 -1.965
H -8.802 -1.344 -0.686
C -7.066 0.657 -2.449
H -2.784 1.723 3.869
H 2.758 -3.359 -5.270
C 6.035 -0.743 -1.797
C 8.395 -0.474 -1.493
C -7.535 -1.787 -2.366
H -1.212 -2.705 2.690
H 4.666 0.101 3.896
H 3.779 2.332 6.636
H 2.236 -0.188 3.477
H 3.157 -0.274 5.656
H 1.589 2.222 -1.782
H -2.344 1.570 2.123
C 2.862 -0.810 -6.495
N 1.784 -1.518 -5.664
H -9.910 -2.944 -3.060
C 1.922 3.250 -1.925
H -1.081 0.034 -1.574
H 6.009 -0.265 0.899
H -3.660 -2.649 3.353
H 8.455 -0.213 -2.543
O 0.032 3.397 1.772
H -7.130 -2.718 -1.972
H 5.540 -1.192 -4.876
H 3.788 0.403 1.790
H 0.142 3.401 -3.680
H -1.263 -3.785 6.049
H 0.455 0.053 -6.011
H 4.282 3.534 3.635
H -9.324 -0.572 -2.197
H 1.819 5.949 -1.905
H -7.861 0.882 -1.747
H -3.218 -4.013 4.321
H -4.748 -1.532 5.330
H 3.096 0.325 -0.939
H -2.967 0.803 -1.351
H -0.354 -1.531 -5.682
C 3.287 3.113 3.737
N -2.016 -2.322 4.659
H 1.482 1.296 2.749
H -0.557 -2.309 6.269
O 1.626 -0.244 -0.274
C 1.003 5.475 -2.444
C -4.403 -2.568 5.392
H 0.972 4.917 0.090
H 7.883 -0.246 1.016
O -0.426 -0.991 0.193
H 4.673 0.184 6.408
H -0.982 -0.521 4.913
N 7.081 -0.092 -0.874
H 2.486 -0.777 -7.514
C 3.846 0.556 5.798
H 2.833 0.213 -6.121
C -8.898 -1.477 -1.766
H -2.216 -2.845 8.082
H 7.824 1.805 -0.415
H 0.396 -1.191 -7.255
H -3.282 -0.229 -3.501
H 0.117 6.081 -2.251
H -0.024 -2.462 3.905
C -2.554 -2.368 7.164
C 4.402 1.005 4.454
H 9.184 0.009 -0.913
H 6.057 -0.135 -2.699
O 3.172 1.598 6.477
H -1.056 1.493 3.336
C -1.546 -2.730 6.064
C -1.001 -2.914 3.741
H -10.890 -2.411 -1.637
H 6.888 -1.686 0.465
H 6.415 -1.746 -1.996
C -4.823 0.228 -0.455
H -4.526 0.127 0.592
H 2.656 3.555 -1.187
C 0.269 4.241 -0.399
H -5.746 -0.734 -4.096
C 3.839 1.448 2.085
H -0.907 3.515 1.954
C 2.062 0.879 3.569
H 0.829 -1.322 -3.751
H -5.314 -3.139 5.202
C -4.143 -0.030 -2.861
H 5.021 -0.823 -6.797
C 0.202 2.952 0.421
H -6.310 1.434 -2.390
H 6.124 1.751 -0.327
H -4.707 -2.666 7.545
H 1.183 5.378 -3.509
H -7.605 -1.860 -3.451
H 2.332 3.290 -2.933
H 5.252 1.677 4.536
H -3.390 -0.471 2.979
C -5.349 -0.936 -3.103
H -4.454 0.966 -3.186
C 4.630 -0.844 -1.296
H -5.137 -2.004 -3.044
O 4.607 -1.412 -4.903
C 1.847 -3.010 -5.752
H -0.668 4.799 -0.440
N -6.495 -0.690 -2.111
C -5.961 -0.766 -0.714
C 6.949 1.398 -0.934
N 3.371 1.613 3.514
C -3.353 -2.931 4.359
H -5.236 1.241 -0.467
H -3.852 -3.993 6.891
C -3.948 -2.905 6.802
H -0.952 -3.996 3.822
H -7.391 0.656 -3.488
H 0.995 -3.501 -5.290
H -9.520 -3.483 -1.467
H -5.557 -1.775 -0.624
C -1.980 -0.816 4.591
H -3.127 -0.906 -1.044
H 2.797 3.265 4.693
C 0.379 -0.339 -0.494
C 4.249 -1.401 -6.283
H 2.558 -1.681 -3.691
H 2.153 -0.072 -4.202
N 0.692 4.124 -1.842
C -2.102 1.278 3.146
H -2.696 -0.477 5.338
H -6.767 -0.603 -0.001
C 0.464 -1.021 -6.182
H 4.097 -1.467 -2.026
H -0.659 2.330 0.171
H 1.120 2.372 0.413
```

Entry 8:
This record from the OMol25 dataset describes 2 unconnected molecules or ions with the total composition H4O2 at a distorted geometry. The level of theory is ωB97M-V/def2-TZVPD.

Properties
Gap between HOMO and LUMO ... 0.41550 hartree
SMILES string ... O.O

The geometry in XYZ format:
```
6
H4O2 | the OMol25 dataset | ωB97M-V/def2-TZVPD
O 1.382 0.060 -0.383
H -1.833 -0.002 -0.292
O -1.199 -0.026 0.445
H 1.640 -0.322 -1.246
H -1.782 0.284 1.141
H 0.510 -0.237 -0.097
```